# 1
The following is a DFT calculation (ωB97M-V/def2-TZVPD) of C48H44N2OP2PtSTe as an isolated structure in a non-equilibrium geometry.

Largest force on an atom   4.10 eV/Å
M   1081.59 g mol⁻¹
Electronic energy   -3508.2542 Eh
HOMO-LUMO gap (alpha / beta)   3.86 / 4.35 eV
<S²>   2.028
Spin multiplicity   3
Net charge   0
Energy above the lowest of the compared OMol25 structures with the same formula, charge and spin   1.057 eV

CARTESIAN COORDINATES (ANGSTROEM)
Pt  -19.741027  8.895835  -9.858839
Te  -15.425329  7.143246  -8.646368
S  -21.307910  12.600045  -11.730385
P  -18.366874  7.046619  -10.038968
P  -18.128845  9.283388  -8.213177
O  -26.288475  11.435922  -7.155643
N  -20.791590  10.590497  -10.175597
N  -14.190062  5.277580  -4.434688
C  -19.003265  5.563643  -9.260966
C  -17.385290  7.752533  -8.669921
C  -19.138968  5.456728  -7.883208
C  -21.006951  10.961386  -11.467923
C  -21.235987  14.068549  -9.319583
C  -16.640279  5.082211  -13.151056
C  -17.094400  7.762134  -12.380533
C  -17.268002  10.840908  -8.439850
C  -19.956641  8.487880  -4.573621
C  -21.695747  12.924325  -4.789429
C  -23.254425  11.305860  -5.812167
C  -16.250686  6.109596  -14.024905
C  -20.163608  3.503117  -9.569086
C  -19.572656  4.603656  -10.142539
C  -21.221319  7.416361  -12.208034
C  -19.289178  9.305794  -3.707238
C  -26.579998  11.888113  -8.535529
C  -21.142503  9.776719  -12.322637
C  -16.576401  7.441838  -13.663572
C  -16.103323  10.836647  -9.265823
C  -21.795527  9.823565  -13.539410
C  -18.342882  10.216026  -4.205784
C  -15.079363  7.122863  -5.700362
C  -19.578754  4.201843  -7.369097
C  -21.591157  14.041043  -7.926556
C  -21.988419  7.438727  -13.402331
C  -23.754077  13.789681  -5.972767
C  -20.203242  3.301545  -8.177120
C  -17.548140  6.706312  -11.557281
C  -16.124817  13.308712  -9.026727
C  -14.525622  6.547046  -4.481337
C  -21.073591  12.900649  -10.012690
C  -17.991951  10.179274  -5.503274
C  -14.163688  4.551647  -5.526636
C  -14.701223  4.954087  -6.725828
C  -22.207374  8.653280  -14.062918
C  -19.702141  8.548870  -5.957820
C  -17.927191  12.027390  -8.041346
C  -18.648370  9.332320  -6.455292
C  -20.810410  8.585368  -11.637188
C  -17.319826  13.258826  -8.347482
C  -17.237945  5.365692  -11.901762
C  -22.627575  12.743039  -6.007867
C  -15.492429  12.134587  -9.482133
C  -15.187012  6.250956  -6.744772
C  -20.980618  11.641371  -9.262792
C  -21.455502  11.607103  -7.958395
C  -21.891867  12.795477  -7.338019
H  -17.116838  10.659388  -5.891715
H  -17.793495  14.162536  -7.987181
H  -22.552548  8.598390  -15.099647
H  -19.378153  9.214120  -2.590825
H  -17.286107  8.817081  -12.106845
H  -21.095467  6.435245  -11.722232
H  -23.959604  11.331211  -4.921217
H  -13.672835  3.562029  -5.348327
H  -21.878028  10.777378  -14.012046
H  -15.622229  9.944531  -9.662006
H  -22.494797  10.475342  -5.610818
H  -22.262430  12.923006  -3.886616
H  -15.429752  8.150443  -5.672428
H  -14.471653  12.249739  -9.871119
H  -20.913882  12.096711  -4.653481
H  -20.252183  7.874503  -6.614645
H  -14.409674  7.152029  -3.557945
H  -14.760805  4.297969  -7.653012
H  -16.464416  4.024114  -13.376511
H  -19.477620  4.660718  -11.212953
H  -24.063315  13.996308  -4.924772
H  -27.204136  12.810483  -8.541865
H  -22.396724  6.503756  -13.829105
H  -18.685994  6.171125  -7.188528
H  -22.055631  14.940376  -7.436511
H  -21.148614  15.040911  -9.765854
H  -19.450778  4.063430  -6.271364
H  -15.465042  5.910175  -14.734105
H  -27.133263  11.188614  -6.676001
H  -23.546184  14.793061  -6.327952
H  -21.660490  10.641698  -7.470720
H  -18.878746  11.930437  -7.466250
H  -16.363598  8.276563  -14.346368
H  -20.678682  2.422013  -7.691575
H  -20.666541  7.694061  -4.245365
H  -25.590383  12.112732  -8.995855
H  -15.708441  14.282866  -9.240516
H  -20.639452  2.743064  -10.176799
H  -17.305557  4.575253  -11.120308
H  -24.678099  13.328524  -6.419284
H  -21.195631  13.885684  -4.838381
H  -17.859836  10.810144  -3.456789
H  -27.113235  11.167194  -9.116006
H  -23.768111  11.022931  -6.782260

Cartesian forces (eV/Å) of the 6 atoms listed first:
Pt -0.2 -0.7 -2.5
Te 0.5 -0.6 -0.3
S 0.3 1.3 0.0
P -2.1 2.5 2.5
P -3.3 0.6 0.5
O -1.7 0.0 -0.6

---

# 2
The following is a DFT calculation (ωB97M-V/def2-TZVPD) of C10H9I2LuN3O4RuS as an isolated structure in a non-equilibrium geometry.

Largest force on an atom   7.66 eV/Å
M   797.11 g mol⁻¹
Electronic energy   -3173.8462 Eh
HOMO-LUMO gap (alpha / beta)   6.94 / 5.43 eV
<S²>   8.793
Spin multiplicity   6
Net charge   +4
Energy above the lowest of the compared OMol25 structures with the same formula, charge and spin   0.000 eV

CARTESIAN COORDINATES (ANGSTROEM)
Lu  0.281818  1.337546  1.156480
I  2.169204  3.455382  0.925553
I  1.532084  -3.585164  0.720229
Ru  -0.176837  -1.532935  0.648499
S  1.247886  -0.259348  -0.682509
O  -2.158262  3.036027  3.216261
O  -1.701145  -2.291107  3.154784
O  -2.806681  2.421600  -0.159497
O  -2.378885  -2.695958  -1.014235
N  0.417107  -0.548341  5.296229
N  0.472814  0.240138  2.986444
N  -0.112159  0.648149  7.413422
C  -1.319812  2.526304  2.614533
C  -1.115467  -1.976615  2.194670
C  -0.717005  0.284436  -2.626042
C  -1.796692  2.042599  0.250707
C  0.401392  -0.085163  4.132678
C  -1.515570  -2.199823  -0.394088
C  1.039915  -1.445168  -3.133432
C  0.756737  -0.093693  -2.484740
C  0.120907  0.130642  6.382629
C  1.656200  0.999026  -3.057359
H  2.088817  -1.714715  -2.981160
H  -0.891339  1.340165  -2.352406
H  0.840549  -1.382613  -4.209745
H  1.500763  1.955353  -2.543391
H  1.445419  1.131046  -4.125988
H  -1.375799  -0.340645  -2.002831
H  -1.012481  0.122562  -3.680634
H  0.402563  -2.231037  -2.712835
H  2.703955  0.711343  -2.932224

Cartesian forces (eV/Å) of the 6 atoms listed first:
Lu 0.5 0.7 -0.3
I 0.7 0.8 -0.1
I 0.2 -0.3 0.1
Ru 3.4 -0.1 -0.5
S -0.4 -0.3 0.2
O 3.5 -2.1 -2.4

---

# 3
The following is a DFT calculation (ωB97M-V/def2-TZVPD) of one molecule with the formula H3NP2S in a non-equilibrium geometry.

Largest force on an atom   3.31 eV/Å
M   111.05 g mol⁻¹
Electronic energy   -1137.3812 Eh
HOMO-LUMO gap (alpha / beta)   5.52 / 7.05 eV
Net charge   0
Energy above the lowest of the compared OMol25 structures with the same formula, charge and spin   2.060 eV

CARTESIAN COORDINATES (ANGSTROEM)
S  -0.081231  -2.322232  -0.365680
P  -1.472432  1.231824  -0.020023
P  0.749314  -0.765165  0.521919
N  0.104306  0.816607  0.057480
H  -1.838676  -0.083526  -0.271025
H  0.786595  1.482031  0.288816
H  1.752124  -0.359539  -0.211488

Cartesian forces (eV/Å) of the 6 atoms listed first:
S 0.0 0.7 0.4
P -0.2 0.8 -0.4
P -1.7 -0.9 0.5
N -1.4 -1.6 0.7
H -0.5 -0.6 -0.1
H 0.9 1.4 0.3

---

# 4
The following is a DFT calculation (ωB97M-V/def2-TZVPD) of one molecule with the formula C4H7N3O2 in a non-equilibrium geometry.

Largest force on an atom   5.46 eV/Å
M   129.12 g mol⁻¹
Electronic energy   -471.2370 Eh
HOMO-LUMO gap   9.31 eV
Net charge   0
Energy above the lowest of the compared OMol25 structures with the same formula, charge and spin   4.519 eV

CARTESIAN COORDINATES (ANGSTROEM)
O  1.365763  -2.580594  1.952307
O  -0.668845  -2.081791  1.425922
N  0.528985  -1.829035  1.658002
N  1.179166  0.462193  -0.721641
N  -0.925288  0.704687  0.094276
C  -1.174000  0.706924  -1.315086
C  0.363909  0.915081  -1.821968
C  0.357572  0.237428  0.227368
C  0.756401  -0.302652  1.524550
H  0.607521  0.216596  -2.649694
H  0.627324  1.941519  -1.926145
H  1.813179  -0.240269  1.682703
H  0.037627  0.059026  2.257942
H  -1.537252  0.525790  0.836172
H  -1.810486  1.536535  -1.569603
H  -1.521575  -0.271438  -1.655106

Cartesian forces (eV/Å) of the 6 atoms listed first:
O 2.1 -1.6 0.7
O 1.1 -0.6 0.4
N -4.4 2.7 -1.8
N -0.3 -1.4 0.9
N 1.5 -0.1 -0.3
C 1.4 0.4 -0.8